a:
Here is one molecule with the formula C3H2N2O2 from the Open Molecules 2025 dataset. Energies are from wB97M-V/def2-TZVPD.

Its SMILES is [H]/N=C(/C#N)OC=O. As for the total charge: 0. For the highest occupied orbital energy, the calculation gives -11.6852 eV.

Each line ends with the natural charge from an NBO analysis.
Atoms and positions in Å:
H: -0.7499 2.4185 0.3791  0.364
N: 0.1302 1.9857 0.6634  -0.563
C: 0.1539 0.7676 0.3609  0.457
C: 1.2909 -0.0712 0.7158  0.184
N: 2.1294 -0.8093 1.0110  -0.228
O: -0.8978 0.0771 -0.1791  -0.524
C: -0.6904 -1.1442 -0.8055  0.650
O: 0.0718 -1.3173 -1.6999  -0.482
H: -1.3453 -1.8941 -0.3513  0.142

b:
Here is C3H2N2O2 as an isolated structure from the Open Molecules 2025 dataset. Energies are from wB97M-V/def2-TZVPD.

As for the total charge: 0. For the highest occupied orbital energy (alpha / beta), the calculation gives -8.3510 / -8.3514 eV.

Each line ends with the natural charge from an NBO analysis.
Atoms and positions in Å:
C: 1.3073 -0.1612 -0.4396  -0.063
C: 0.2387 -0.9760 -0.0331  -0.231
C: -0.6379 1.1761 -0.0277  0.436
N: 1.2354 1.1284 -0.4360  -0.323
N: -0.7764 -0.1185 0.1797  -0.075
O: -1.7694 1.4861 0.7154  -0.185
O: -1.9635 0.0987 0.8915  -0.032
H: 2.2370 -0.5962 -0.7751  0.237
H: 0.1287 -2.0375 -0.0749  0.236

c:
Here is one molecule with the formula C3H2N2O2 from the Open Molecules 2025 dataset. Energies are from wB97M-V/def2-TZVPD.

Its SMILES is [H]/N=C(/C#N)OC=O. As for the total charge: 0. For the highest occupied orbital energy, the calculation gives -11.6750 eV.

Each line ends with the natural charge from an NBO analysis.
Atoms and positions in Å:
H: -1.7343 -2.0460 -0.1083  0.369
N: -1.8586 -1.0579 0.1133  -0.582
C: -0.7968 -0.3898 0.0645  0.460
C: -0.7896 1.0415 0.3374  0.181
N: -0.5307 2.1556 0.5060  -0.234
O: 0.4586 -0.8268 -0.2497  -0.524
C: 1.4923 0.1441 -0.2301  0.645
O: 1.9470 0.5936 -1.2262  -0.460
H: 1.8122 0.3857 0.7932  0.145

d:
Here is one molecule with the formula C3H2N2O2 from the Open Molecules 2025 dataset. Energies are from wB97M-V/def2-TZVPD.

Its SMILES is O=c1ccn2on12. As for the total charge: 0. For the highest occupied orbital energy, the calculation gives -10.4936 eV.

Each line ends with the natural charge from an NBO analysis.
Atoms and positions in Å:
O: 2.5465 1.8920 0.0800  -0.467
C: 1.9277 0.8836 -0.0617  0.592
C: 0.4802 0.6047 -0.0201  -0.317
C: 0.3126 -0.7095 -0.1818  0.009
N: 1.5488 -1.3519 -0.4812  -0.034
O: 2.3955 -1.4539 0.6470  -0.211
N: 2.5520 -0.3837 -0.4315  -0.048
H: -0.2638 1.3457 0.1877  0.246
H: -0.5709 -1.3138 -0.1457  0.230

Relative energies with respect to the most stable structure, expressed in hartree: a 0.0000; b 0.3052; c 0.0065; d 0.1486.

a:
Here is C2H5N3O as an isolated structure from the Open Molecules 2025 dataset. Energies are from wB97M-V/def2-TZVPD.

As for the total charge: 0. For the highest occupied orbital energy, the calculation gives -8.8540 eV.

Each line ends with the natural charge from an NBO analysis.
Atoms and positions in Å:
C: -0.0399 0.3684 0.4337  -0.040
C: -0.1497 -1.0961 0.2997  0.006
H: -0.3929 2.9171 0.6954  0.350
H: -0.7872 3.0005 -1.2100  0.392
H: 0.2205 0.7770 1.6499  0.147
H: -1.1431 -1.6335 0.9642  0.221
H: 1.4923 -3.2934 -0.8477  0.478
N: -0.1704 2.5156 -0.4090  -0.658
N: -0.1447 1.1431 -0.6078  -0.195
N: 0.7971 -1.6503 -0.5002  -0.126
O: 0.3180 -3.0484 -0.4681  -0.576

b:
Here is one molecule with the formula C2H5N3O from the Open Molecules 2025 dataset. Energies are from wB97M-V/def2-TZVPD.

Its SMILES is N/N=C\NC=O. As for the total charge: 0. For the highest occupied orbital energy, the calculation gives -9.2670 eV.

Each line ends with the natural charge from an NBO analysis.
Atoms and positions in Å:
N: -1.4544 1.0303 0.2395  -0.655
N: -1.4452 -0.1783 -0.5753  -0.296
C: -0.3197 -0.9943 -0.6180  0.173
N: 0.9627 -0.7871 -0.0584  -0.687
C: 1.4483 0.5162 0.2127  0.521
O: 2.4613 0.8825 0.8967  -0.572
H: -2.5907 1.0814 0.3016  0.369
H: -1.2363 0.5233 1.2424  0.339
H: -0.5668 -1.8293 -1.3626  0.220
H: 1.7125 -1.5040 0.2748  0.440
H: 1.0283 1.2594 -0.5534  0.148

c:
Here is one molecule with the formula C2H5N3O from the Open Molecules 2025 dataset. Energies are from wB97M-V/def2-TZVPD.

As for the total charge: 0. For the highest occupied orbital energy, the calculation gives -8.6139 eV.

Each line ends with the natural charge from an NBO analysis.
Atoms and positions in Å:
N: -2.1138 -0.0478 0.2504  -0.841
C: -0.9830 -0.5903 -0.3121  0.791
O: -0.9645 -1.6062 -0.9596  -0.569
N: 0.1723 0.1587 0.0159  -0.687
C: 1.3160 -0.1435 -0.5971  0.221
N: 2.4353 0.4380 -0.0958  -0.838
H: -2.9597 -0.4689 -0.1012  0.405
H: -2.1503 0.9542 0.3673  0.384
H: 0.1114 0.8372 0.7775  0.360
H: 2.7760 -0.5457 -0.1155  0.437
H: 2.3604 1.0143 0.7703  0.336

d:
Here is one molecule with the formula C2H5N3O from the Open Molecules 2025 dataset. Energies are from wB97M-V/def2-TZVPD.

Its SMILES is [H]/N=C(/N)NC=O. As for the total charge: 0. For the highest occupied orbital energy, the calculation gives -9.8876 eV.

Each line ends with the natural charge from an NBO analysis.
Atoms and positions in Å:
H: -0.1820 2.1838 -0.8049  0.318
N: -0.8058 1.4408 -1.1085  -0.671
C: -0.5202 0.4090 -0.4635  0.576
N: -1.2502 -0.8452 -0.5881  -0.852
N: 0.3213 0.4545 0.6894  -0.645
C: 1.2325 -0.5522 1.0519  0.533
O: 1.0090 -1.7593 0.9694  -0.561
H: -0.5433 -1.5956 -0.7700  0.390
H: -1.9806 -1.0726 -1.2539  0.398
H: 0.6347 1.4572 0.6709  0.390
H: 2.0846 -0.1204 1.6074  0.124

Relative energies with respect to the most stable structure, expressed in hartree: a 0.2450; b 0.0962; c 0.0414; d 0.0000.